Entry 1:
The ion CH3NO3P with charge -1 in a non-equilibrium geometry, computed with the ωB97M-V functional and the def2-TZVPD basis.

Geometry as ORCA input:
```
! wB97M-V def2-TZVPD RIJCOSX def2/J DEFGRID3
* xyz -1 1
C 0.27 -0.26 0.01
P 1.79 0.98 0.32
O 2.70 0.71 -0.83
O 1.22 2.49 0.06
N 0.07 3.35 0.82
O 0.45 4.45 0.96
H -0.43 0.26 -0.70
H -0.33 -0.21 0.91
H 0.36 -1.29 -0.20
*
```

Results
**Orbital gap (spin up / spin down)**: 5.463 / 5.473 eV
**Total energy**: -661.6795 Eh
**SMILES string**: CP([O-])ON=O
**Energy above the lowest of the compared OMol25 structures with the same formula, charge and spin**: 5.344 eV
**E_HOMO (spin up / spin down)**: -2.167 / -2.170 eV
**M**: 108.013 g mol⁻¹

***

Entry 2:
A cluster of 2 separate species, CH3NO3S in total in a non-equilibrium geometry, computed with the ωB97M-V functional and the def2-TZVPD basis.

Geometry as ORCA input:
```
! wB97M-V def2-TZVPD RIJCOSX def2/J DEFGRID3
* xyz 0 1
O -0.46 -0.16 0.11
C -1.56 0.05 0.46
S -2.72 1.15 -0.32
H -1.96 -0.74 1.19
H -1.93 1.53 -1.30
O 3.47 0.20 0.39
N 2.33 0.19 0.16
O 1.89 -1.12 -0.39
H 0.94 -1.10 -0.31
*
```

Results
**Orbital gap**: 10.387 eV
**Total energy**: -718.4500 Eh
**SMILES string**: O=CS.O=NO
**Energy above the lowest of the compared OMol25 structures with the same formula, charge and spin**: 3.294 eV
**E_HOMO**: -10.083 eV
**M**: 109.106 g mol⁻¹

***

Entry 3:
An isolated molecule of CH3NO3S in a non-equilibrium geometry, computed with the ωB97M-V functional and the def2-TZVPD basis.

Geometry as ORCA input:
```
! wB97M-V def2-TZVPD RIJCOSX def2/J DEFGRID3
* xyz 0 3
C -0.96 0.08 -0.22
N 0.08 -0.46 0.51
O 2.00 1.92 0.85
O -0.40 -0.84 1.71
O -2.07 -0.33 0.00
S 1.82 0.46 0.61
H -0.74 0.79 -0.96
H -1.09 -0.27 2.08
H 1.82 0.46 -0.91
*
```

Results
**Orbital gap (spin up / spin down)**: 7.200 / 6.615 eV
**Total energy**: -718.3067 Eh
**Energy above the lowest of the compared OMol25 structures with the same formula, charge and spin**: 3.128 eV
**E_HOMO (spin up / spin down)**: -6.901 / -10.018 eV
**M**: 109.106 g mol⁻¹

***

Entry 4:
An isolated molecule of CH3NO3Si in a non-equilibrium geometry, computed with the ωB97M-V functional and the def2-TZVPD basis.

Geometry as ORCA input:
```
! wB97M-V def2-TZVPD RIJCOSX def2/J DEFGRID3
* xyz 0 1
N -2.82 -0.15 0.40
C -1.75 0.13 0.16
Si 0.19 -0.04 -0.04
O 0.75 1.46 -0.48
O 0.58 -1.33 -1.03
O 0.80 -0.36 1.42
H 1.57 1.81 -0.83
H 0.10 -1.56 -1.86
H 0.57 0.04 2.26
*
```

Results
**Orbital gap**: 12.207 eV
**Total energy**: -610.0240 Eh
**SMILES string**: N#C[Si](O)(O)O
**Energy above the lowest of the compared OMol25 structures with the same formula, charge and spin**: 0.035 eV
**E_HOMO**: -11.951 eV
**M**: 105.125 g mol⁻¹

***

Entry 5:
A cluster of 3 separate species, CH3NO4 in total in a non-equilibrium geometry, computed with the ωB97M-V functional and the def2-TZVPD basis.

Geometry as ORCA input:
```
! wB97M-V def2-TZVPD RIJCOSX def2/J DEFGRID3
* xyz 0 1
O 3.10 -0.08 -0.69
C 2.73 0.28 0.34
O 2.57 0.78 1.39
N -0.49 -0.91 1.00
O 0.21 -0.41 0.15
H -1.46 -0.38 1.18
O -2.31 0.16 -0.82
H -2.60 0.93 -1.27
H -1.76 -0.35 -1.28
*
```

Results
**Orbital gap**: 9.049 eV
**Total energy**: -395.5383 Eh
**SMILES string**: O=C=O.N=O.O
**Energy above the lowest of the compared OMol25 structures with the same formula, charge and spin**: 0.370 eV
**E_HOMO**: -9.552 eV
**M**: 93.038 g mol⁻¹

***

Entry 6:
A cluster of 2 separate species, CH3NO4 in total in a non-equilibrium geometry, computed with the ωB97M-V functional and the def2-TZVPD basis.

Geometry as ORCA input:
```
! wB97M-V def2-TZVPD RIJCOSX def2/J DEFGRID3
* xyz 0 1
C 0.33 -0.45 1.05
N 0.15 -1.07 -0.23
O 0.79 1.19 -1.67
O -0.85 -0.97 -0.87
O -0.30 1.50 -1.08
O -1.34 0.80 -1.33
H 0.45 -1.28 1.74
H 1.28 0.08 1.04
H -0.50 0.20 1.35
*
```

Results
**Orbital gap (spin up / spin down)**: 7.821 / 8.443 eV
**Total energy**: -395.2363 Eh
**Energy above the lowest of the compared OMol25 structures with the same formula, charge and spin**: 8.588 eV
**E_HOMO (spin up / spin down)**: -9.431 / -9.730 eV
**M**: 93.038 g mol⁻¹

***

Entry 7:
A cluster of 2 separate species, CH3NO4 in total in a non-equilibrium geometry, computed with the ωB97M-V functional and the def2-TZVPD basis.

Geometry as ORCA input:
```
! wB97M-V def2-TZVPD RIJCOSX def2/J DEFGRID3
* xyz 0 1
C -1.36 -0.14 0.13
N -0.25 -0.65 -0.08
O -2.42 0.21 0.46
O -0.08 -2.01 -0.05
O 1.23 1.38 -0.20
O -0.08 2.01 -0.21
H 0.83 0.25 -0.17
H 0.63 -2.39 -0.62
H 1.49 1.33 0.73
*
```

Results
**Orbital gap**: 8.882 eV
**Total energy**: -395.3650 Eh
**Energy above the lowest of the compared OMol25 structures with the same formula, charge and spin**: 5.084 eV
**E_HOMO**: -9.204 eV
**M**: 93.038 g mol⁻¹

***

Entry 8:
A cluster of 2 separate species, CH3NO4S in total in a non-equilibrium geometry, computed with the ωB97M-V functional and the def2-TZVPD basis.

Geometry as ORCA input:
```
! wB97M-V def2-TZVPD RIJCOSX def2/J DEFGRID3
* xyz -2 1
C 0.14 0.12 -0.28
N -0.96 1.94 0.96
O -0.07 2.86 0.86
O -1.05 -2.15 -1.26
O 1.30 -1.80 -1.53
O 0.36 -2.16 0.75
S 0.17 -1.63 -0.63
H 0.11 0.81 -1.13
H 0.89 0.40 0.40
H -0.90 1.62 1.86
*
```

Results
**Orbital gap (spin up / spin down)**: 5.282 / 5.859 eV
**Total energy**: -793.6274 Eh
**Energy above the lowest of the compared OMol25 structures with the same formula, charge and spin**: 1.778 eV
**E_HOMO (spin up / spin down)**: 1.509 / 0.931 eV
**M**: 125.105 g mol⁻¹

***

Entry 9:
An isolated molecule of CH3NOS in a non-equilibrium geometry, computed with the ωB97M-V functional and the def2-TZVPD basis.

Geometry as ORCA input:
```
! wB97M-V def2-TZVPD RIJCOSX def2/J DEFGRID3
* xyz 0 1
O -1.47 0.86 -0.82
N -1.17 -0.47 -0.25
C -0.01 -0.71 0.42
S 1.43 0.12 0.32
H -0.68 1.35 -0.37
H -2.16 -0.89 -0.16
H -0.06 -1.65 1.14
*
```

Results
**Orbital gap**: 9.356 eV
**Total energy**: -567.9959 Eh
**SMILES string**: ONC=S
**Energy above the lowest of the compared OMol25 structures with the same formula, charge and spin**: 2.852 eV
**E_HOMO**: -9.002 eV
**M**: 77.108 g mol⁻¹

***

Entry 10:
An isolated molecule of CH3NOS in a non-equilibrium geometry, computed with the ωB97M-V functional and the def2-TZVPD basis.

Geometry as ORCA input:
```
! wB97M-V def2-TZVPD RIJCOSX def2/J DEFGRID3
* xyz 0 1
O 2.18 0.06 -0.19
C 1.06 -0.35 -0.13
N -0.08 0.51 0.02
S -1.71 -0.08 -0.26
H 0.65 -1.39 -0.08
H -0.07 1.42 -0.40
H -2.03 -0.17 1.04
*
```

Results
**Orbital gap**: 10.707 eV
**Total energy**: -568.0655 Eh
**SMILES string**: O=CNS
**Energy above the lowest of the compared OMol25 structures with the same formula, charge and spin**: 0.958 eV
**E_HOMO**: -10.076 eV
**M**: 77.108 g mol⁻¹